1.
Entry from the OMol25 dataset: an isolated molecule of C3H3NO2 (ωB97M-V/def2-TZVPD).

Element x y z (Å)
O -0.60167 2.08276 -0.08435
C -0.22148 0.80551 0.13130
N -0.32586 0.43073 1.53319
O 0.01874 -0.68195 1.82668
C 0.53112 -1.31827 -1.06209
C 0.18896 -0.11054 -0.71104
H -0.89775 2.42014 0.77713
H 1.56825 -1.64219 -1.10464
H -0.24013 -2.04736 -1.30277

Summary:
* lowest unoccupied orbital energy: -0.71 eV
* total charge: 0
* highest occupied orbital energy: -9.5 eV

Mulliken analysis output, partial charges in e:
1 O -0.4827
2 C 0.0916
3 N -0.0490
4 O -0.2912
5 C -0.4735
6 C 0.3338
7 H 0.3860
8 H 0.2465
9 H 0.2387

2.
Entry from the OMol25 dataset: an isolated molecule of C3H3NO2 (ωB97M-V/def2-TZVPD).

Element x y z (Å)
O -0.50251 -1.07436 -1.03612
C -0.06001 -0.43054 0.13000
C 1.16896 0.45994 -0.13516
O 1.51441 1.35325 0.58987
C -1.10911 0.32398 0.84140
N -1.92348 0.93072 1.39337
H -1.08920 -0.49117 -1.53452
H 0.27700 -1.23272 0.79952
H 1.72395 0.16089 -1.04835

Summary:
* lowest unoccupied orbital energy: 0.16 eV
* total charge: 0
* highest occupied orbital energy: -10.7 eV

Mulliken analysis output, partial charges in e:
1 O -0.5052
2 C 0.2911
3 C 0.0017
4 O -0.4284
5 C 0.0799
6 N -0.3427
7 H 0.3589
8 H 0.2096
9 H 0.3350

3.
Entry from the OMol25 dataset: a 2-piece molecular cluster, C3H3NO2 overall (ωB97M-V/def2-TZVPD).

Element x y z (Å)
O 1.46721 -0.84055 -0.46444
C 0.48346 -0.15583 -0.50129
C 0.36354 1.19714 0.23149
O 1.33406 1.70838 0.71259
C -0.73328 -0.54011 -1.24989
N -1.68696 -0.76322 -1.86521
H 0.04006 -1.29125 1.39628
H -0.61629 -0.95705 1.46893
H -0.65180 1.64248 0.27154

Summary:
* lowest unoccupied orbital energy: -1.93 eV
* total charge: 0
* highest occupied orbital energy: -11.1 eV

Mulliken analysis output, partial charges in e:
1 O -0.4227
2 C 0.2142
3 C 0.0982
4 O -0.3695
5 C 0.3473
6 N -0.2932
7 H 0.0760
8 H -0.0007
9 H 0.3504

4.
Entry from the OMol25 dataset: an isolated molecule of C3H3NO2 (ωB97M-V/def2-TZVPD).

Element x y z (Å)
O 1.87750 -0.55039 0.90109
C 1.64963 0.20998 0.00171
O 0.45560 0.38695 -0.59557
C -0.61592 -0.40283 -0.08270
C -1.81505 0.43647 0.01657
N -2.77380 1.07502 0.10511
H 2.37775 0.87965 -0.47288
H -0.80555 -1.23041 -0.77174
H -0.35016 -0.80443 0.89840

Summary:
* lowest unoccupied orbital energy: 0.65 eV
* total charge: 0
* highest occupied orbital energy: -11.5 eV

Mulliken analysis output, partial charges in e:
1 O -0.4834
2 C 0.2068
3 O -0.2733
4 C -0.2343
5 C 0.2277
6 N -0.3482
7 H 0.3553
8 H 0.2508
9 H 0.2986

5.
Entry from the OMol25 dataset: a 2-piece molecular cluster, C3H3NO2 overall (ωB97M-V/def2-TZVPD).

Element x y z (Å)
O -1.47137 2.93762 0.77872
C -1.59460 1.83242 0.54739
C -0.47847 -1.43507 -0.40652
N 0.45029 -0.64521 -0.72648
C 1.36843 0.08878 -0.00605
O 1.17683 1.20431 0.42501
H -0.71543 -1.76316 0.61342
H -1.10141 -1.83077 -1.21237
H 2.36572 -0.38891 -0.01313

Summary:
* lowest unoccupied orbital energy: 0.56 eV
* total charge: 0
* highest occupied orbital energy: -10.1 eV

Mulliken analysis output, partial charges in e:
1 O -0.1673
2 C 0.1517
3 C -0.1993
4 N -0.3087
5 C 0.1464
6 O -0.4610
7 H 0.2504
8 H 0.2583
9 H 0.3295

6.
Entry from the OMol25 dataset: an isolated molecule of C3H3NO2 (ωB97M-V/def2-TZVPD).

Element x y z (Å)
C -2.03239 -0.62601 0.02113
C 0.15835 0.43169 0.03061
C 1.53356 0.12003 0.01741
H -2.19115 -0.45799 1.20926
H -2.41121 0.30982 -0.59002
H -2.51539 -1.70548 -0.35291
N 2.61588 -0.52255 0.00150
O -0.52962 -0.69078 -0.06589
O -0.61419 1.43544 -0.02058

Summary:
* lowest unoccupied orbital energy: -0.88 eV
* total charge: 0
* highest occupied orbital energy: -11.3 eV

Mulliken analysis output, partial charges in e:
1 C -0.4959
2 C 0.8902
3 C 0.1071
4 H 0.2412
5 H 0.2815
6 H 0.2258
7 N -0.3601
8 O -0.3018
9 O -0.5881

7.
Entry from the OMol25 dataset: an isolated molecule of C3H3NO2 (ωB97M-V/def2-TZVPD).

Element x y z (Å)
O -0.99207 1.79809 -0.26693
C -0.03988 0.90209 0.06135
N 1.24639 1.02578 -0.07529
O 1.69772 -0.29556 -0.03266
C 0.66089 -1.12860 0.10244
C -0.48212 -0.43977 0.24396
H -1.49960 1.06652 -0.68984
H 0.87038 -2.18439 0.07042
H -1.46172 -0.74417 0.58656

Summary:
* lowest unoccupied orbital energy: 0.70 eV
* total charge: 0
* highest occupied orbital energy: -10.2 eV

Mulliken analysis output, partial charges in e:
1 O -0.4976
2 C 0.6205
3 N -0.3761
4 O -0.1371
5 C -0.4769
6 C -0.2977
7 H 0.3567
8 H 0.4246
9 H 0.3835

8.
Entry from the OMol25 dataset: a 2-piece molecular cluster, C3H3NO2 overall (ωB97M-V/def2-TZVPD).

Element x y z (Å)
C -1.40052 -0.66019 1.80159
C -1.09962 -0.65238 0.65276
C 1.93568 0.79612 -0.49795
N 1.14717 0.24892 -1.17042
O 2.77172 1.02360 0.26510
O -1.31274 -0.71685 -0.58826
H -1.78863 -0.49169 2.71815
H -1.40245 0.28456 -0.95509
H 1.14939 0.16793 -2.22588

Summary:
* lowest unoccupied orbital energy: 0.29 eV
* total charge: 0
* highest occupied orbital energy: -9.2 eV

Mulliken analysis output, partial charges in e:
1 C -0.3506
2 C -0.0164
3 C 0.4951
4 N -0.3576
5 O -0.3805
6 O -0.4724
7 H 0.4205
8 H 0.3883
9 H 0.2737

9.
Entry from the OMol25 dataset: an isolated molecule of C3H3NO2 (ωB97M-V/def2-TZVPD).

Element x y z (Å)
O -0.04966 1.64784 -0.21439
C 0.28205 0.45558 0.39748
C -0.82712 -0.59138 0.18858
O -1.63157 -0.41402 -0.68895
C 1.33521 -0.36238 -0.26755
N 1.84947 -1.26103 -0.78581
H -0.76126 1.42372 -0.84346
H 0.54317 0.62842 1.44801
H -0.74030 -1.52674 0.76610

Summary:
* lowest unoccupied orbital energy: 0.05 eV
* total charge: 0
* highest occupied orbital energy: -11.2 eV

Mulliken analysis output, partial charges in e:
1 O -0.5158
2 C 0.1097
3 C 0.0379
4 O -0.4782
5 C 0.1799
6 N -0.3938
7 H 0.3745
8 H 0.2902
9 H 0.3955

10.
Entry from the OMol25 dataset: an isolated molecule of C3H3NO2 (ωB97M-V/def2-TZVPD).

Element x y z (Å)
O 2.12138 0.03236 -0.42262
C 0.81187 -0.17442 -0.16981
N 0.53487 -1.51401 0.32208
O -0.62118 -1.79529 0.49506
C -1.40219 1.07853 -0.00547
C -0.20326 0.64928 -0.27766
H 2.57336 -0.80584 -0.23395
H -2.25821 0.96945 -0.66604
H -1.55664 1.55994 0.95841

Summary:
* lowest unoccupied orbital energy (alpha / beta): -0.72 / -0.72 eV
* total charge: 0
* highest occupied orbital energy (alpha / beta): -9.4 / -9.4 eV

Mulliken analysis output, partial charges in e:
1 O -0.4807
2 C 0.1158
3 N -0.0509
4 O -0.2920
5 C -0.4815
6 C 0.3241
7 H 0.3795
8 H 0.2544
9 H 0.2313

11.
Entry from the OMol25 dataset: an isolated molecule of C3H3NO2 (ωB97M-V/def2-TZVPD).

Element x y z (Å)
C 0.82035 -1.18752 0.03340
O 0.85052 -0.36485 -0.90736
C -0.04508 1.11081 -0.80410
O 0.01813 1.82438 -1.69753
C -1.01799 0.73250 0.68633
N -2.04240 1.25746 0.94012
H -0.34136 -0.11311 1.03224
H 0.02203 -1.93089 0.10188
H 1.73580 -1.32878 0.61502

Summary:
* lowest unoccupied orbital energy (alpha / beta): -0.86 / -0.86 eV
* total charge: 0
* highest occupied orbital energy (alpha / beta): -9.4 / -9.4 eV

Mulliken analysis output, partial charges in e:
1 C -0.4129
2 O -0.3030
3 C 0.4543
4 O -0.2774
5 C 0.0665
6 N -0.4924
7 H 0.2673
8 H 0.3963
9 H 0.3014

12.
Entry from the OMol25 dataset: a 2-piece molecular cluster, C3H3NO2 overall (ωB97M-V/def2-TZVPD).

Element x y z (Å)
O 0.68339 0.35274 -1.50034
C 0.26364 0.31111 -0.36844
C 0.60875 -0.80258 0.66561
O 1.43991 -1.61591 0.38633
C -0.41367 1.46638 0.25850
N -0.71038 2.45368 0.78304
H -0.77734 -0.66208 -1.26746
H -1.24992 -0.73425 -0.66754
H 0.08542 -0.76296 1.64729

Summary:
* lowest unoccupied orbital energy: -1.84 eV
* total charge: 0
* highest occupied orbital energy: -11.0 eV

Mulliken analysis output, partial charges in e:
1 O -0.4803
2 C 0.4310
3 C -0.0169
4 O -0.3631
5 C 0.2255
6 N -0.3057
7 H 0.0305
8 H 0.1326
9 H 0.3464

| no. | E (eV) |
| --- | --- |
| 1 | -8740.06183 |
| 2 | -8743.24627 |
| 3 | -8741.66475 |
| 4 | -8743.88127 |
| 5 | -8743.16032 |
| 6 | -8741.43130 |
| 7 | -8742.04072 |
| 8 | -8740.86408 |
| 9 | -8743.17758 |
| 10 | -8740.02261 |
| 11 | -8740.10935 |
| 12 | -8740.47379 |